{"formula": "C25H55INO7P3", "method": "the ωB97M-V functional and the def2-TZVPD basis", "gap_ha": 0.06708, "lumo_ev": -1.1877, "total_energy_ha": -2888.6878, "multiplicity": 1, "elements": ["C", "C", "O", "P", "O", "C", "C", "P", "C", "C", "C", "I", "O", "C", "C", "C", "C", "C", "C", "C", "P", "O", "O", "O", "C", "C", "H", "H", "H", "H", "H", "H", "H", "H", "H", "H", "H", "H", "H", "H", "H", "H", "H", "H", "H", "H", "H", "H", "H", "H", "H", "H", "H", "H", "H", "H", "H", "H", "H", "H", "H", "H", "H", "C", "C", "C", "C", "C", "C", "N", "O", "C", "C", "C", "H", "H", "H", "H", "H", "H", "H", "H", "H", "H", "H", "H", "H", "H", "H", "H", "H", "H"], "coordinates": [[-1.5576, 0.0013, 4.2854], [-0.7569, 1.2133, 3.8436], [-1.3865, 1.9654, 2.7918], [-1.2374, 1.4135, 1.3123], [-0.0259, 0.6148, 1.0836], [-2.6963, 0.4050, 0.8687], [-2.1335, -0.8174, 0.1330], [-3.4386, -1.8499, -0.5134], [-4.7789, -2.0663, 0.6646], [-4.3245, -2.5570, 2.0620], [-4.8518, -1.6474, 3.1738], [-6.8107, -2.2684, 3.7676], [-2.9777, -3.2997, -0.9490], [-1.5450, -3.5990, -1.0027], [-1.3322, -5.0364, -1.4421], [-1.6354, -5.1352, -2.9607], [-2.2315, -6.0456, -0.7385], [-1.9353, -6.4026, 0.7497], [-3.1271, -6.0542, 1.6597], [-0.6784, -5.7495, 1.3427], [-4.2207, -0.9392, -2.3909], [-4.4964, 0.5520, -1.7915], [-5.7201, -1.5891, -2.4556], [-1.4303, 2.6396, 0.3608], [-0.3275, 3.6066, 0.3354], [-0.3940, 4.3965, -0.9477], [-0.9328, -0.6486, 4.8939], [-1.9258, -0.5914, 3.4496], [-2.3915, 0.3166, 4.9103], [-0.6835, 1.8981, 4.6834], [0.2575, 0.9296, 3.5818], [-3.3490, 0.9949, 0.2301], [-3.2340, 0.1466, 1.7766], [-1.5081, -1.3859, 0.8180], [-1.4969, -0.4953, -0.6904], [-5.4152, -2.8402, 0.2281], [-5.3706, -1.1528, 0.7099], [-4.7203, -3.5564, 2.2008], [-3.2371, -2.6232, 2.1301], [-4.9542, -0.6274, 2.8202], [-4.2093, -1.6452, 4.0451], [-1.0887, -2.9320, -1.7326], [-1.0517, -3.4039, -0.0534], [-0.2772, -5.2717, -1.3354], [-2.6654, -5.4274, -3.1479], [-0.9894, -5.8877, -3.4067], [-1.4367, -4.1976, -3.4751], [-3.2607, -5.7002, -0.8072], [-2.1905, -6.9755, -1.3032], [-1.7926, -7.4775, 0.8306], [-4.0708, -6.0775, 1.1181], [-3.1831, -6.7663, 2.4807], [-3.0109, -5.0668, 2.1027], [0.1762, -5.7360, 0.6736], [-0.3705, -6.3333, 2.2105], [-0.8919, -4.7553, 1.7330], [-4.8147, 1.1022, -2.5175], [-5.9320, -2.1938, -1.7387], [-0.4049, 4.2733, 1.1908], [0.6315, 3.0964, 0.3791], [-1.0831, 5.2347, -0.8612], [0.6126, 4.7461, -1.1971], [-0.7309, 3.7453, -1.7517], [5.4197, 6.1169, -1.9823], [4.9981, 4.6742, -2.3211], [6.2597, 3.8148, -2.4809], [6.9888, 3.4934, -1.1731], [6.0415, 3.4473, 0.0354], [4.5744, 3.1823, -0.3202], [4.1222, 4.2102, -1.2348], [2.7807, 4.0562, -1.5990], [3.7675, 3.3222, 0.9708], [4.4013, 1.7394, -0.8321], [4.2960, 4.6963, -3.6717], [4.5331, 6.7462, -1.8931], [6.0680, 6.5451, -2.7593], [5.9579, 6.1580, -1.0339], [5.9823, 2.8759, -2.9673], [6.9478, 4.3081, -3.1757], [7.4966, 2.5310, -1.2832], [7.7793, 4.2254, -0.9878], [6.3935, 2.6909, 0.7444], [6.0907, 4.3999, 0.5710], [3.8111, 4.3515, 1.3306], [4.1712, 2.6639, 1.7498], [2.7238, 3.0571, 0.8063], [4.7374, 1.0197, -0.0760], [4.9703, 1.5502, -1.7434], [3.3496, 1.5427, -1.0432], [4.9846, 5.0860, -4.4300], [3.4152, 5.3336, -3.6504], [3.9843, 3.6955, -3.9716]], "forces_ev_per_a": [[-0.1, 0.2, 0.1], [0.2, 0.0, 0.7], [-0.2, -0.2, 0.0], [0.5, 0.1, -0.9], [0.1, -0.3, 0.4], [0.0, 0.3, 0.0], [-0.2, -0.1, 0.2], [-0.6, 0.4, 0.1], [0.1, -0.6, 0.1], [-0.2, 0.4, 0.0], [0.0, -0.1, -0.3], [0.1, 0.1, 0.0], [0.3, 0.2, 0.4], [0.8, -0.3, -0.1], [-0.9, 0.1, -1.3], [0.3, -0.1, 0.2], [0.4, -0.4, 0.8], [-0.1, 0.7, 0.1], [0.2, -0.3, 0.0], [-0.1, -0.6, 0.3], [0.1, 0.1, -0.9], [-0.1, -0.3, 0.2], [0.4, -0.3, 0.2], [-0.3, 0.0, 0.6], [0.6, 0.7, -0.5], [-0.1, 0.0, 0.0], [0.1, 0.0, 0.0], [0.0, 0.0, -0.1], [-0.2, -0.1, -0.1], [0.0, 0.2, 0.0], [0.0, 0.0, -0.4], [0.0, 0.1, 0.0], [-0.1, -0.2, 0.0], [0.1, -0.1, 0.0], [0.1, -0.1, -0.1], [-0.1, 0.0, -0.1], [0.0, 0.2, 0.0], [0.2, -0.2, 0.1], [0.1, 0.0, 0.0], [0.0, 0.1, 0.1], [-0.1, -0.1, 0.2], [0.0, 0.1, -0.1], [-0.4, 0.0, 0.3], [0.1, 0.1, 0.3], [-0.1, 0.1, 0.0], [-0.1, -0.1, -0.1], [0.0, 0.1, -0.1], [-0.1, 0.1, -0.2], [0.0, 0.0, -0.2], [0.0, -0.1, -0.2], [-0.1, -0.1, 0.0], [-0.1, 0.0, 0.1], [0.0, 0.1, 0.0], [0.0, 0.1, -0.1], [0.1, 0.0, 0.1], [0.1, 0.2, -0.2], [0.1, 0.4, 0.0], [-0.4, 0.0, 0.1], [-0.2, -0.2, 0.2], [-0.1, -0.3, 0.0], [-0.1, 0.1, -0.1], [0.2, 0.0, 0.0], [0.1, 0.0, -0.1], [0.1, 0.2, -0.2], [0.3, 0.1, 0.1], [0.2, -0.2, 0.0], [0.0, 0.0, 0.0], [0.2, 0.1, 0.0], [0.2, -0.1, -0.2], [-0.2, 0.5, 0.3], [-0.5, -0.2, 0.0], [-0.1, -0.1, 0.3], [0.0, -0.3, 0.0], [-0.1, 0.0, -0.2], [-0.1, -0.1, 0.1], [0.0, 0.0, 0.0], [0.0, -0.1, 0.0], [-0.1, 0.0, 0.0], [0.0, 0.0, 0.0], [0.0, 0.0, 0.0], [0.0, 0.0, 0.0], [-0.1, 0.0, 0.0], [-0.1, 0.1, -0.1], [0.0, 0.0, -0.1], [0.0, 0.0, 0.0], [0.0, 0.0, -0.1], [0.0, 0.0, 0.0], [0.0, 0.0, 0.0], [0.0, 0.1, -0.1], [0.1, 0.0, 0.0], [0.0, -0.1, 0.1], [-0.1, 0.0, 0.1]]}



{"formula": "C18H36Br2NO4S2", "method": "the ωB97M-V functional and the def2-TZVPD basis", "gap_ha": 0.31891, "lumo_ev": 2.7661, "total_energy_ha": -7007.6312, "total_charge": -1, "multiplicity": 1, "elements": ["C", "C", "C", "C", "C", "C", "C", "C", "C", "C", "C", "C", "C", "C", "C", "S", "O", "O", "N", "S", "O", "O", "C", "Br", "C", "C", "Br", "H", "H", "H", "H", "H", "H", "H", "H", "H", "H", "H", "H", "H", "H", "H", "H", "H", "H", "H", "H", "H", "H", "H", "H", "H", "H", "H", "H", "H", "H", "H", "H", "H", "H", "H", "H"], "coordinates": [[1.0403, -4.5150, 0.8184], [-0.2654, -5.0801, 0.2587], [-1.1641, -3.9984, -0.3469], [-2.0066, -3.2232, 0.6873], [-1.6250, -1.7412, 0.8875], [-2.7805, -0.7631, 0.7082], [-3.2912, -0.6850, -0.7361], [-4.1880, 0.5119, -1.0719], [-3.6491, 1.8815, -0.6510], [-4.0063, 2.3098, 0.7636], [-3.1379, 3.4538, 1.3088], [-1.6353, 3.0998, 1.4521], [-0.6936, 3.7784, 0.4161], [-0.1567, 2.9817, -0.7922], [0.3227, 1.5738, -0.4837], [1.2040, 0.8464, -1.8842], [0.8588, 1.6319, -3.0487], [0.8427, -0.5496, -1.9056], [2.7583, 1.1004, -1.6113], [3.4529, 0.6538, -0.2802], [2.9065, -0.5461, 0.3144], [3.6913, 1.7719, 0.6114], [5.1251, 0.1699, -0.8599], [5.7174, 1.3053, -2.3241], [6.2101, 0.2843, 0.2049], [7.5816, -0.2148, -0.2801], [5.7088, -0.7054, 1.8138], [0.8678, -3.9308, 1.7249], [1.5214, -3.8617, 0.0881], [1.7443, -5.3126, 1.0692], [-0.8105, -5.5911, 1.0618], [-0.0406, -5.8422, -0.4935], [-0.5259, -3.2839, -0.8737], [-1.8138, -4.4488, -1.1022], [-1.9317, -3.7348, 1.6529], [-3.0596, -3.2830, 0.3930], [-0.8260, -1.4697, 0.1980], [-1.2140, -1.6015, 1.8917], [-3.6053, -1.0666, 1.3684], [-2.4467, 0.2213, 1.0418], [-2.4336, -0.6852, -1.4190], [-3.8539, -1.6001, -0.9547], [-5.1969, 0.3600, -0.6662], [-4.2987, 0.5261, -2.1610], [-2.5664, 1.8889, -0.7847], [-4.0333, 2.6441, -1.3388], [-3.9358, 1.4527, 1.4397], [-5.0550, 2.6323, 0.7760], [-3.5505, 3.7446, 2.2798], [-3.2391, 4.3249, 0.6507], [-1.5408, 2.0133, 1.4077], [-1.2894, 3.3699, 2.4529], [-1.2204, 4.6477, 0.0074], [0.1743, 4.1672, 0.9560], [-0.8986, 2.9301, -1.5897], [0.6858, 3.5345, -1.2140], [0.9827, 1.5713, 0.3847], [-0.4945, 0.8836, -0.2719], [5.0511, -0.8507, -1.2340], [6.2549, 1.3277, 0.5053], [8.0138, -0.9150, 0.4305], [8.2686, 0.6220, -0.4025], [7.4957, -0.7173, -1.2440]], "forces_ev_per_a": [[0.0, -0.1, 0.0], [0.1, 0.0, 0.1], [0.1, 0.1, 0.0], [0.0, 0.0, 0.0], [0.1, -0.1, 0.1], [-0.1, -0.1, -0.1], [0.0, -0.1, 0.1], [-0.1, 0.0, -0.2], [0.0, 0.0, -0.2], [0.0, 0.2, 0.2], [0.0, -0.2, -0.1], [-0.1, 0.0, -0.3], [0.0, -0.1, 0.1], [-0.2, 0.0, 0.1], [-0.1, 0.0, 0.2], [0.2, 0.3, 0.0], [0.0, -0.2, 0.0], [-0.1, -0.2, 0.0], [-0.2, 0.0, 0.0], [0.1, 0.0, 0.0], [0.0, 0.1, 0.0], [0.0, -0.1, 0.0], [0.1, -0.1, 0.1], [0.0, 0.0, -0.1], [0.0, 0.1, -0.2], [0.0, 0.0, 0.0], [0.0, -0.1, 0.2], [0.0, 0.1, -0.1], [0.0, 0.0, 0.0], [0.0, 0.0, 0.0], [0.0, -0.1, -0.1], [0.0, 0.1, 0.0], [0.0, -0.1, -0.1], [0.0, 0.0, 0.1], [-0.1, 0.0, -0.1], [0.0, 0.0, 0.1], [0.1, 0.0, -0.1], [0.0, 0.0, 0.0], [0.0, 0.2, 0.0], [0.0, -0.1, -0.1], [0.0, 0.1, 0.1], [0.1, 0.0, -0.1], [0.1, 0.1, 0.1], [-0.1, -0.1, 0.0], [0.1, -0.1, 0.0], [0.1, 0.0, 0.0], [-0.1, 0.1, 0.0], [0.0, -0.1, 0.0], [0.1, 0.1, 0.0], [0.0, 0.0, 0.1], [0.1, 0.0, 0.0], [-0.1, 0.1, -0.1], [0.1, 0.1, 0.1], [0.0, 0.0, 0.0], [0.0, 0.0, 0.0], [-0.1, 0.1, 0.0], [0.1, -0.1, 0.0], [-0.1, 0.0, -0.1], [-0.1, 0.1, -0.1], [-0.1, -0.1, 0.2], [0.0, 0.1, 0.0], [0.0, 0.0, -0.1], [0.0, 0.0, 0.0]]}



{"formula": "C3H7N3O", "method": "the ωB97M-V functional and the def2-TZVPD basis", "gap_ha": 0.31348, "lumo_ev": 0.4413, "total_energy_ha": -357.7782, "multiplicity": 1, "relative_energy_kj_mol": 713.3, "elements": ["C", "C", "C", "H", "H", "H", "H", "H", "H", "H", "N", "N", "N", "O"], "coordinates": [[-0.4312, -0.3221, -1.3184], [-1.5283, -0.2569, 0.9141], [0.7337, 0.2064, 1.3105], [0.0789, -1.3253, -1.4792], [0.4275, 0.5627, -0.7312], [-0.5748, -0.1911, -2.5014], [-2.5375, -0.7327, -0.8296], [-2.4859, 0.1504, 1.3524], [1.7544, 0.0356, 2.0070], [2.9601, 1.4110, -0.4456], [-1.7067, -0.7166, -0.3181], [-0.5181, -0.1118, 1.8455], [1.2047, 0.7336, 0.1548], [2.6232, 0.5569, 0.0393]], "forces_ev_per_a": [[-0.3, -2.5, -2.3], [-2.3, 1.0, 2.2], [4.0, -0.5, 1.5], [0.0, 1.0, 1.0], [-1.5, -1.5, -1.5], [-1.4, 0.2, 2.4], [-1.9, 0.4, 0.2], [0.6, -1.2, -0.1], [-3.2, 0.2, -1.4], [-1.1, -2.3, 1.4], [5.7, 1.9, -1.3], [1.0, 0.9, -4.8], [0.1, 0.1, 3.7], [0.2, 2.4, -1.0]]}